Entry 1
The following is a quantum chemistry calculation of a 12-piece molecular cluster, C48H72O36 overall, from the OMol25 dataset.

CARTESIAN COORDINATES (ANGSTROEM)
C 0.735 3.731 2.228
C 1.092 5.048 2.790
C 0.643 5.285 4.263
O 1.871 5.599 4.951
C 2.911 5.553 4.087
O 4.013 5.810 4.376
O 2.485 5.191 2.857
H -0.340 3.524 2.307
H 1.229 2.833 2.612
H 0.961 3.678 1.155
H 0.566 5.777 2.175
H 0.099 4.456 4.703
H 0.100 6.237 4.279
C 3.929 -1.157 3.911
C 5.089 -0.558 3.139
C 4.593 0.197 1.893
O 5.357 1.386 1.921
C 5.769 1.605 3.180
O 6.215 2.586 3.575
O 5.661 0.482 3.920
H 3.348 -1.892 3.346
H 3.240 -0.334 4.127
H 4.234 -1.707 4.801
H 5.752 -1.394 2.911
H 3.531 0.445 1.983
H 4.717 -0.423 1.010
C 0.076 0.731 -1.482
C 0.197 -0.290 -0.397
C 1.293 -0.144 0.667
O 0.670 0.111 1.899
C -0.660 0.116 1.695
O -1.448 0.276 2.527
O -0.980 -0.219 0.453
H -0.927 0.557 -1.913
H 0.641 0.464 -2.377
H 0.237 1.752 -1.177
H 0.148 -1.296 -0.807
H 2.120 0.524 0.453
H 1.802 -1.124 0.667
C -4.359 -0.757 0.978
C -4.419 0.000 2.258
C -4.499 1.558 2.062
O -5.707 1.959 2.739
C -6.314 0.869 3.315
O -7.254 0.950 3.964
O -5.681 -0.284 2.954
H -4.273 -1.843 1.108
H -3.620 -0.419 0.260
H -5.315 -0.767 0.420
H -3.667 -0.387 2.935
H -4.447 1.781 1.003
H -3.703 2.008 2.658
C 0.822 -3.724 -2.246
C 1.087 -4.941 -3.109
C 0.109 -6.100 -2.859
O -0.111 -6.641 -4.173
C 0.272 -5.735 -5.125
O 0.223 -5.914 -6.302
O 0.786 -4.636 -4.527
H -0.254 -3.640 -2.069
H 1.252 -2.798 -2.590
H 1.193 -4.043 -1.252
H 2.148 -5.224 -3.071
H -0.851 -5.699 -2.517
H 0.484 -6.822 -2.145
C -1.300 -2.474 -5.606
C -2.650 -2.575 -4.905
C -2.991 -3.900 -4.246
O -2.717 -3.637 -2.857
C -2.820 -2.294 -2.631
O -2.750 -1.803 -1.543
O -2.862 -1.625 -3.787
H -0.897 -3.290 -6.182
H -0.649 -2.287 -4.730
H -1.304 -1.553 -6.189
H -3.466 -2.221 -5.548
H -2.473 -4.792 -4.577
H -4.062 -4.099 -4.366
C 3.067 -7.203 -0.697
C 4.307 -6.395 -0.486
C 4.873 -5.792 -1.768
O 4.613 -4.383 -1.626
C 4.049 -4.114 -0.458
O 3.656 -3.074 -0.135
O 3.848 -5.214 0.228
H 2.213 -6.648 -1.083
H 2.755 -7.790 0.166
H 3.177 -7.994 -1.468
H 5.063 -6.879 0.121
H 4.452 -6.163 -2.694
H 5.962 -5.822 -1.793
C -2.345 1.179 -6.488
C -1.385 2.158 -5.942
C -1.413 2.372 -4.437
O -0.086 2.200 -3.981
C 0.691 1.887 -5.054
O 1.820 1.782 -5.023
O -0.054 1.686 -6.176
H -2.273 0.175 -6.053
H -2.093 0.969 -7.537
H -3.380 1.510 -6.477
H -1.622 3.138 -6.362
H -2.151 1.764 -3.888
H -1.804 3.356 -4.188
C -1.821 -4.072 0.666
C -0.393 -4.116 1.096
C -0.120 -3.724 2.555
O 0.791 -4.782 3.035
C 0.935 -5.747 2.120
O 1.661 -6.655 2.240
O 0.156 -5.490 1.033
H -2.148 -3.021 0.629
H -2.575 -4.489 1.344
H -1.987 -4.473 -0.332
H 0.212 -3.547 0.377
H -1.039 -3.787 3.138
H 0.420 -2.785 2.641
C -2.831 3.946 -1.307
C -3.698 4.705 -2.255
C -3.111 5.978 -2.912
O -3.450 5.852 -4.308
C -3.820 4.584 -4.554
O -3.840 4.151 -5.609
O -4.091 3.904 -3.416
H -2.395 4.611 -0.565
H -1.970 3.485 -1.803
H -3.426 3.120 -0.921
H -4.652 4.985 -1.797
H -2.012 5.906 -2.852
H -3.352 6.926 -2.451
C -2.745 1.927 5.592
C -2.951 1.581 7.030
C -3.799 2.643 7.803
O -5.082 2.087 7.962
C -5.096 0.814 7.461
O -6.025 0.090 7.475
O -3.860 0.456 7.043
H -2.510 2.969 5.361
H -3.631 1.710 4.987
H -1.961 1.289 5.175
H -2.002 1.378 7.512
H -3.763 3.527 7.145
H -3.348 2.997 8.731
C 6.347 4.608 0.855
C 5.059 4.930 0.205
C 4.890 5.068 -1.295
O 3.815 4.190 -1.603
C 3.464 3.424 -0.531
O 2.609 2.577 -0.578
O 4.217 3.720 0.476
H 6.816 3.721 0.440
H 6.282 4.570 1.938
H 7.059 5.442 0.719
H 4.484 5.665 0.780
H 5.794 4.745 -1.814
H 4.621 6.084 -1.566

Properties
- Orbital gap: 10.73 eV
- E_HOMO: -10.825 eV
- LUMO: -0.1 eV
- SMILES string: C[C@H]1COC(=O)O1.C[C@H]1COC(=O)O1.C[C@H]1COC(=O)O1.C[C@H]1COC(=O)O1.C[C@H]1COC(=O)O1.C[C@H]1COC(=O)O1.C[C@H]1COC(=O)O1.C[C@H]1COC(=O)O1.C[C@H]1COC(=O)O1.C[C@H]1COC(=O)O1.C[C@H]1COC(=O)O1.C[C@H]1COC(=O)O1
- Molecular weight: 1225.1 g/mol



Entry 2
The following is a quantum chemistry calculation of a 12-piece molecular cluster, C48H72O36 overall, from the OMol25 dataset.

CARTESIAN COORDINATES (ANGSTROEM)
C -1.005 -3.462 -4.488
C 0.460 -3.644 -4.933
C 1.339 -2.404 -4.667
O 2.202 -2.789 -3.575
C 2.015 -4.113 -3.288
O 2.625 -4.739 -2.480
O 0.984 -4.595 -4.047
H -1.075 -3.130 -3.430
H -1.553 -4.396 -4.613
H -1.429 -2.684 -5.148
H 0.618 -3.986 -5.937
H 0.847 -1.515 -4.221
H 1.962 -2.062 -5.555
C -3.154 -0.894 -4.033
C -3.511 0.313 -3.172
C -4.859 0.998 -3.462
O -5.516 1.132 -2.211
C -4.816 0.384 -1.274
O -5.095 0.338 -0.119
O -3.736 -0.184 -1.845
H -3.808 -1.735 -3.766
H -2.207 -1.222 -3.603
H -3.132 -0.814 -5.094
H -2.737 1.074 -3.106
H -5.506 0.442 -4.162
H -4.728 1.964 -3.922
C 0.784 -7.697 -1.782
C 0.121 -6.926 -0.690
C 1.115 -6.114 0.145
O 0.250 -4.929 0.432
C -0.675 -4.841 -0.583
O -1.338 -3.850 -0.716
O -0.763 -5.936 -1.324
H 1.710 -7.098 -1.993
H 0.199 -7.659 -2.687
H 1.099 -8.698 -1.593
H -0.532 -7.476 0.019
H 2.038 -5.866 -0.335
H 1.357 -6.536 1.109
C 0.268 0.736 3.607
C -0.651 0.527 4.783
C -0.093 0.842 6.174
O -1.250 1.416 6.839
C -2.085 1.923 5.953
O -3.001 2.653 6.144
O -1.710 1.541 4.719
H 0.671 1.755 3.553
H -0.377 0.611 2.723
H 1.094 -0.007 3.565
H -1.198 -0.451 4.694
H 0.736 1.607 6.156
H 0.093 -0.014 6.787
C 4.955 -0.088 -2.219
C 5.012 -1.534 -1.738
C 5.507 -2.504 -2.825
O 6.802 -2.873 -2.465
C 7.031 -2.396 -1.142
O 8.056 -2.617 -0.544
O 5.937 -1.760 -0.680
H 4.304 -0.025 -3.118
H 5.939 0.312 -2.488
H 4.508 0.540 -1.464
H 4.009 -1.917 -1.552
H 5.398 -2.046 -3.808
H 4.834 -3.365 -2.873
C 4.262 6.666 -1.396
C 4.719 5.241 -1.676
C 3.842 4.283 -2.484
O 4.821 3.358 -3.044
C 5.967 4.013 -3.207
O 6.883 3.656 -3.887
O 5.942 5.236 -2.545
H 4.105 7.139 -2.304
H 5.045 7.165 -0.824
H 3.359 6.756 -0.816
H 4.918 4.828 -0.710
H 3.175 4.652 -3.215
H 3.371 3.630 -1.735
C -6.035 -3.298 -0.791
C -5.047 -4.000 -0.046
C -4.262 -3.054 0.949
O -4.706 -3.547 2.275
C -5.542 -4.592 2.193
O -6.005 -5.211 3.087
O -5.696 -4.921 0.833
H -6.798 -2.916 -0.130
H -6.503 -3.959 -1.492
H -5.617 -2.434 -1.361
H -4.352 -4.607 -0.722
H -4.457 -2.004 0.831
H -3.211 -3.299 1.025
C 2.699 -3.220 3.002
C 1.294 -3.624 3.176
C 0.762 -3.635 4.622
O -0.548 -3.094 4.484
C -0.704 -2.516 3.266
O -1.655 -1.902 2.969
O 0.384 -2.668 2.519
H 3.147 -3.321 2.018
H 3.280 -3.815 3.714
H 2.865 -2.210 3.360
H 1.148 -4.623 2.740
H 1.357 -3.008 5.302
H 0.594 -4.606 5.095
C -0.952 -0.581 0.132
C 0.610 -0.437 0.096
C 1.206 -1.463 -0.897
O 1.480 -0.606 -2.025
C 1.486 0.685 -1.667
O 1.824 1.580 -2.397
O 0.941 0.899 -0.497
H -1.284 0.260 0.738
H -1.132 -1.450 0.802
H -1.368 -0.655 -0.893
H 1.055 -0.520 1.108
H 0.615 -2.366 -1.097
H 2.215 -1.854 -0.604
C 2.533 3.786 1.070
C 2.859 4.394 2.432
C 1.845 5.509 2.889
O 1.665 5.235 4.311
C 2.165 4.034 4.610
O 2.031 3.494 5.669
O 2.786 3.435 3.559
H 2.759 4.561 0.328
H 1.520 3.399 1.039
H 3.236 2.996 0.849
H 3.896 4.742 2.474
H 0.875 5.578 2.399
H 2.298 6.467 2.729
C -4.794 5.044 2.440
C -3.795 4.124 3.196
C -3.896 2.664 2.750
O -2.824 2.483 1.831
C -1.994 3.466 1.974
O -0.913 3.491 1.463
O -2.498 4.480 2.731
H -4.595 5.063 1.379
H -4.797 6.094 2.775
H -5.805 4.653 2.589
H -3.934 4.275 4.244
H -4.860 2.575 2.240
H -3.678 1.889 3.459
C -0.399 5.328 -1.187
C -1.502 4.534 -1.823
C -1.442 3.034 -1.567
O -2.786 2.669 -1.315
C -3.524 3.772 -0.981
O -4.664 3.694 -0.579
O -2.833 4.904 -1.207
H -0.319 5.127 -0.153
H -0.512 6.403 -1.384
H 0.526 5.057 -1.640
H -1.655 4.776 -2.875
H -0.787 2.679 -0.777
H -1.023 2.545 -2.453

Properties
- Orbital gap: 10.64 eV
- E_HOMO: -10.660 eV
- LUMO: 0.0 eV
- SMILES string: C[C@H]1COC(=O)O1.C[C@H]1COC(=O)O1.C[C@H]1COC(=O)O1.C[C@H]1COC(=O)O1.C[C@H]1COC(=O)O1.C[C@H]1COC(=O)O1.C[C@H]1COC(=O)O1.C[C@H]1COC(=O)O1.C[C@H]1COC(=O)O1.C[C@H]1COC(=O)O1.C[C@H]1COC(=O)O1.C[C@H]1COC(=O)O1
- Molecular weight: 1225.1 g/mol



In terms of stability, entry 2 leads; the second structure lies 1.130 eV higher.